15
Properties=species:S:1:pos:R:3:lowdin_charge:R:1 method="wB97M-V/def2-TZVPD" spin_multiplicity=1 relative_energy_kcal_mol=71.6 lumo_energy_ev=0.98 total_charge=0 gap_ev=11.36
C 0.29 1.48 0.38 -0.120
C 0.11 0.00 0.44 -0.532
C 1.30 -0.59 -0.24 -0.075
C -1.22 -0.47 -0.15 -0.253
O -1.32 -1.88 -0.04 -0.066
H 1.15 1.79 0.99 0.073
H -0.63 2.00 0.75 0.088
H 0.84 1.55 -0.87 0.130
H 0.09 0.07 1.54 0.144
H 1.18 -1.66 -0.50 0.080
H 1.35 0.41 -1.18 0.126
H 2.24 -0.42 0.29 0.068
H -1.28 -0.15 -1.21 0.130
H -2.03 0.03 0.40 0.118
H -2.06 -2.17 -0.59 0.090